[1]
C22H36F6N2PSSi2W | ωB97M-V/def2-TZVPD

Geometry as XYZ:
```
71
C22H36F6N2PSSi2W ωB97M-V/def2-TZVPD
W 0.1879 -0.3867 -0.4960
C 1.2653 -0.1591 1.6182
C 1.4772 -1.4992 1.2047
C 2.2391 -1.4927 0.0231
C 2.4951 -0.1289 -0.3308
C 1.9154 0.6867 0.6863
H 0.7264 0.1850 2.4841
H 1.0622 -2.3772 1.6724
H 2.5057 -2.3614 -0.5573
H 3.0974 0.2111 -1.1553
H 1.9795 1.7572 0.7848
C 2.5793 -1.8639 -4.2535
Si 1.1799 -0.7179 -3.7081
C 2.0629 0.9238 -3.4924
C -0.0831 -0.4506 -5.0702
N 0.3527 -1.3253 -2.2812
C -0.2906 -2.5851 -2.3612
C -0.2709 -3.4225 -3.4755
C -0.9913 -4.6100 -3.5084
C -1.7543 -4.9698 -2.4105
C -1.7969 -4.1454 -1.2967
C -1.0795 -2.9420 -1.2431
N -1.1068 -2.0372 -0.1973
Si -2.1671 -2.2569 1.1662
C -3.9651 -2.2284 0.6153
C -1.7992 -3.8563 2.1027
C -1.9757 -0.9449 2.4852
H 3.1101 -1.3953 -5.0878
H 2.3000 -2.8715 -4.5534
H 3.2947 -1.9526 -3.4297
H 3.1400 0.7802 -3.3817
H 1.7023 1.4872 -2.6397
H 1.9059 1.5265 -4.3910
H 0.4100 -0.1455 -5.9972
H -0.7473 0.3631 -4.7646
H -0.7032 -1.3222 -5.2756
H 0.3052 -3.1522 -4.3468
H -0.9559 -5.2369 -4.3904
H -2.3286 -5.8884 -2.4177
H -2.4197 -4.4329 -0.4623
H -4.1820 -2.9464 -0.1763
H -4.2045 -1.2327 0.2322
H -4.6322 -2.4313 1.4573
H -1.8179 -4.7667 1.5058
H -2.5213 -3.9698 2.9166
H -0.8091 -3.7844 2.5621
H -2.0680 0.0843 2.1414
H -1.0289 -1.0343 3.0195
H -2.7699 -1.1264 3.2173
S -1.7531 0.9287 -0.6154
C -0.1849 1.5237 -0.9214
C -0.2381 5.2132 -1.9460
C -0.8807 3.9630 -1.3495
C -1.7343 4.3406 -0.1416
C 0.2128 2.9547 -0.9666
H -0.9946 5.9582 -2.2008
H 0.3299 4.9801 -2.8499
H 0.4456 5.6660 -1.2232
H -1.5195 3.5049 -2.1136
H -1.1277 4.8582 0.6041
H -2.1597 3.4680 0.3524
H -2.5532 4.9996 -0.4408
H 0.5942 3.2156 0.0277
H 1.0648 3.0568 -1.6455
F -0.2519 2.4364 2.3908
P 0.7074 3.4144 3.2844
F 1.6775 4.3731 4.1420
F -0.1821 3.0992 4.5876
F 1.6029 3.7116 1.9424
F -0.2366 4.6698 2.9130
F 1.6612 2.1414 3.6120
```

## Properties
ΔE to the lowest compared entry with this formula, charge and spin = 0.161 eV
Largest force on an atom = 0.40 eV/A
LUMO level = 2.1 eV
Frontier orbital gap = 6.77 eV
E_tot = -2954.7060 Eh
Net charge = -1

---

[2]
C22H36F6N2PSSi2W | ωB97M-V/def2-TZVPD

Geometry as XYZ:
```
71
C22H36F6N2PSSi2W ωB97M-V/def2-TZVPD
W -0.4230 0.6573 -0.0009
C -0.1458 -2.8512 2.1858
C -0.1518 -3.8497 1.1456
C 0.5878 -3.4031 0.1016
C 1.1802 -2.1052 0.4583
C 0.5899 -1.7851 1.7787
H -0.6448 -2.9457 3.1405
H -0.6765 -4.7935 1.1950
H 0.7431 -3.8920 -0.8479
H 1.2290 -1.3555 -0.3358
H 0.8126 -0.8868 2.3346
C 3.8345 -0.9394 1.5616
Si 3.0528 -2.4426 0.7756
C 3.8247 -2.7639 -0.8960
C 3.2438 -3.9170 1.9158
N 1.1853 1.1984 0.6427
C 1.4597 2.5605 0.5581
C 2.5214 3.2078 1.1746
C 2.6748 4.5821 1.0294
C 1.7600 5.3042 0.2735
C 0.6860 4.6751 -0.3489
C 0.5273 3.2960 -0.2288
N -0.4642 2.5060 -0.8264
Si -1.5692 3.0974 -2.0519
C -0.6425 3.8438 -3.4931
C -2.7447 4.3644 -1.3020
C -2.6259 1.6825 -2.6615
H 4.9238 -1.0338 1.5537
H 3.5069 -0.8243 2.5972
H 3.5480 -0.0366 1.0194
H 4.8925 -2.9791 -0.8032
H 3.7034 -1.8931 -1.5433
H 3.3481 -3.6063 -1.4012
H 4.2652 -3.9654 2.3021
H 3.0184 -4.8579 1.4134
H 2.5642 -3.8190 2.7655
H 3.2174 2.6271 1.7680
H 3.5038 5.0888 1.5073
H 1.8769 6.3761 0.1668
H -0.0203 5.2638 -0.9191
H 0.0224 4.6517 -3.1834
H -1.3341 4.2392 -4.2415
H -0.0340 3.0697 -3.9644
H -2.2701 5.3141 -1.0502
H -3.1848 3.9648 -0.3847
H -3.5582 4.5707 -2.0037
H -2.0406 0.8766 -3.1059
H -3.2964 2.0725 -3.4341
H -3.2425 1.2554 -1.8675
S -2.8692 -2.0512 -0.3698
C -1.9688 -0.8025 -0.2144
C -2.5463 -0.3231 3.0930
C -1.6198 0.8850 3.0375
C -2.0782 1.9350 4.0522
C -1.5266 1.5058 1.6381
H -2.5910 -0.7347 4.1058
H -2.2131 -1.1112 2.4208
H -3.5621 -0.0366 2.8021
H -0.6165 0.5584 3.3369
H -3.0703 2.3097 3.7813
H -1.3943 2.7857 4.0731
H -2.1392 1.5191 5.0622
H -1.0980 2.5121 1.7514
H -2.5485 1.6844 1.2616
F 2.1908 -0.2310 -2.7172
P 0.8546 -0.7346 -3.4509
F -0.5575 -1.1910 -4.0532
F 1.6615 -1.2866 -4.7044
F -0.0238 -0.1322 -2.0793
F 0.6688 0.7157 -4.1093
F 0.9703 -2.1381 -2.6719
```

## Properties
ΔE to the lowest compared entry with this formula, charge and spin = 4.478 eV
<S²> = 2.030
2S+1 = 3
Largest force on an atom = 0.32 eV/A
LUMO level (alpha / beta) = 2.0 / 2.1 eV
Frontier orbital gap (alpha / beta) = 6.00 / 7.09 eV
E_tot = -2954.5277 Eh
Net charge = -1

---

[3]
C22H36IO10P3S | ωB97M-V/def2-TZVPD

Geometry as XYZ:
```
73
C22H36IO10P3S ωB97M-V/def2-TZVPD
O -1.6664 6.0548 0.3755
C -0.8531 6.0956 -0.5115
C -0.6275 4.9837 -1.4736
C 0.0951 5.1487 -2.5746
C 0.7303 6.4492 -2.9307
O 1.1383 6.6148 -4.0504
C 0.7738 7.4919 -1.8666
C 1.5664 8.6397 -1.9992
P 2.6724 8.9938 -3.4122
S 4.0050 7.6492 -3.8375
C 1.5023 9.5878 -0.9842
C 0.6970 9.4335 0.1335
I 0.6645 10.9765 1.5698
C -0.0550 8.2836 0.2874
C -0.0041 7.3316 -0.7229
H -1.0765 4.0292 -1.2270
H 0.2141 4.3156 -3.2569
H 3.3454 10.1627 -2.9985
H 1.8713 9.4106 -4.4957
H 2.0863 10.4963 -1.0863
H -0.6688 8.1240 1.1630
C -3.7316 3.1279 1.6647
C -3.0406 2.4002 0.5342
O -2.6961 1.0510 0.8564
P -3.9005 -0.0471 1.0067
O -4.3716 -0.2629 -0.3853
O -3.0712 -1.4349 1.2489
C -3.1425 -2.5373 0.3433
C -2.0459 -2.4680 -0.6987
O -4.1491 0.1576 2.5926
C -3.3458 -0.4254 3.6304
C -1.8825 -0.0469 3.6094
H -4.7164 2.7091 1.8862
H -3.8643 4.1778 1.4013
H -3.1453 3.0609 2.5815
H -3.6592 2.4126 -0.3685
H -2.1115 2.9248 0.3153
H -4.1283 -2.6044 -0.1138
H -3.0178 -3.4431 0.9413
H -1.9924 -1.4858 -1.1689
H -2.1970 -3.2212 -1.4720
H -1.0742 -2.6463 -0.2356
H -3.4760 -1.5061 3.6365
H -3.7813 -0.0623 4.5632
H -1.3701 -0.4242 2.7271
H -1.3847 -0.4692 4.4842
H -1.7572 1.0361 3.6220
C 1.7504 -5.1801 2.8793
C 2.1486 -4.3514 1.6707
O 2.4991 -5.1568 0.5414
P 1.3163 -5.9928 -0.2202
O 0.5308 -4.9499 -0.9286
O 2.1419 -6.6355 -1.4786
C 1.8299 -6.3204 -2.8344
C 2.6549 -5.1508 -3.3318
O 1.4415 -7.3508 0.6478
C 2.4395 -8.3658 0.4473
C 3.8720 -7.9070 0.5946
H 0.8228 -5.7275 2.6963
H 1.5970 -4.5397 3.7488
H 2.5189 -5.9169 3.1130
H 1.3441 -3.6633 1.3940
H 3.0276 -3.7532 1.9090
H 0.7634 -6.1410 -2.9590
H 2.0648 -7.2088 -3.4250
H 2.6225 -4.3098 -2.6397
H 2.3047 -4.8175 -4.3095
H 3.7032 -5.4422 -3.4233
H 2.2773 -8.8603 -0.5086
H 2.2382 -9.1156 1.2145
H 4.1595 -7.1934 -0.1740
H 4.5395 -8.7663 0.5109
H 4.0335 -7.4290 1.5610
```

## Properties
Largest force on an atom = 6.56 eV/A
LUMO level = -1.6 eV
Frontier orbital gap = 6.95 eV
E_tot = -3332.3095 Eh
SMILES = O=C1C=CC(=O)c2c([PH2]=S)cc(I)cc21.CCOP(=O)(OCC)OCC.CCOP(=O)(OCC)OCC
Net charge = 0

---

[4]
C22H37ClFeN3O6 | ωB97M-V/def2-TZVPD

Geometry as XYZ:
```
70
C22H37ClFeN3O6 ωB97M-V/def2-TZVPD
O 1.2139 0.0309 -2.5307
C 0.1336 0.3598 -3.1094
C 0.0237 1.7239 -3.6600
C 0.7044 2.7422 -3.0100
H 1.1976 2.5214 -2.0536
C 0.8643 3.9622 -3.6471
H 1.4292 4.7299 -3.1255
C 0.3300 4.1653 -4.9246
H 0.4602 5.1369 -5.4153
C -0.3539 3.1260 -5.5559
H -0.7536 3.2722 -6.5528
C -0.5213 1.8959 -4.9270
H -1.0348 1.0642 -5.4100
H -0.2626 -0.4533 -3.8081
C -2.1668 -1.4225 -2.2607
C -1.6521 -0.0316 -1.9835
H -3.1206 -1.3313 -2.8000
H -2.4028 -1.9745 -1.3242
H -1.4371 -1.9955 -2.8417
C -2.4637 1.0821 -2.1178
C -3.9514 1.0883 -2.0750
H -1.9879 2.0445 -2.2774
H -4.3235 1.5795 -2.9896
H -4.3398 1.6698 -1.2195
H -4.3899 0.0803 -2.0235
Fe -1.4932 -0.2077 -0.1330
Cl -3.3474 0.1450 0.8937
C -0.8164 0.4853 2.9996
O -0.2870 -0.2488 2.1529
N -0.9967 0.1742 4.3128
C -0.5081 -1.0531 4.8956
C -1.8909 0.9782 5.1198
H -1.2140 1.4969 2.7632
H 0.1030 -1.6060 4.1801
H -1.3535 -1.6690 5.2317
H 0.0758 -0.8186 5.7958
H -2.1899 1.8531 4.5391
H -1.3923 1.2934 6.0439
H -2.7831 0.4022 5.3992
H 4.9580 1.7679 -1.8125
H 4.7813 2.0338 0.5086
C 3.8650 1.8230 -1.9308
C 3.6839 2.0086 0.5180
N 3.2016 1.4064 -0.7070
H 3.5360 1.1715 -2.7497
C 2.6841 0.1375 -0.6282
O 2.0981 -0.3526 0.3221
H 3.3189 1.4196 1.3645
H 2.7859 -0.3835 -1.5912
H 3.6032 2.8639 -2.1572
H 3.3206 3.0378 0.5799
H -0.0208 -5.5418 0.5623
H 2.1530 -5.5297 -1.0508
C -0.4537 -4.9802 -0.2758
C 1.5708 -4.8432 -1.6792
N 0.5587 -4.1401 -0.9015
H -1.2726 -4.3546 0.0786
C 0.5193 -2.7930 -0.7976
O -0.4227 -2.1426 -0.3312
H 2.2464 -4.1222 -2.1478
H 1.4427 -2.2929 -1.1688
H -0.8164 -5.7157 -1.0039
H 1.0985 -5.4517 -2.4622
C -1.0391 4.0776 -0.1613
O -1.1359 2.7123 -0.5708
C -0.4331 1.7453 0.0907
O 0.4856 2.1281 0.7904
H -0.0185 4.4299 -0.3333
H -1.3327 4.1696 0.8889
H -1.7470 4.6109 -0.8179
```

## Properties
<S²> = 6.052
2S+1 = 5
Largest force on an atom = 4.88 eV/A
LUMO level (alpha / beta) = 2.6 / 2.6 eV
Frontier orbital gap (alpha / beta) = 5.45 / 6.20 eV
E_tot = -3200.0231 Eh
Net charge = -1

---

[5]
C22H37N3O3 | ωB97M-V/def2-TZVPD

Geometry as XYZ:
```
65
C22H37N3O3 ωB97M-V/def2-TZVPD
C -3.5508 -2.0768 0.1454
C -2.2525 -2.2039 0.9395
C -1.0797 -2.8343 0.1589
C -1.4965 -4.1918 -0.4476
C -2.0493 -5.2132 0.5407
C -0.6431 -1.8996 -0.9995
C 0.7547 -2.1639 -1.5502
C 0.1371 -3.0960 1.0712
O 0.7477 -4.1528 1.0164
N 0.5788 -2.1379 1.9429
C 1.8077 -2.4729 2.7166
C 1.9792 -1.1679 3.4557
O 3.2092 -0.6675 3.9610
N 3.0350 0.7445 3.9473
C 2.0872 1.0475 3.1449
C 1.6761 2.4551 2.8744
N 1.7076 2.6924 1.4445
C 0.6546 3.2536 0.7783
O -0.3802 3.5535 1.3426
C 0.8433 3.3716 -0.7267
C 0.3538 2.0539 -1.3574
C 0.7515 1.9015 -2.8270
C -0.2369 2.4878 -3.8370
C -0.8429 3.8423 -3.4565
C 0.1090 4.8118 -2.7505
C 0.1433 4.6297 -1.2333
C 1.6165 -0.1640 2.4041
C 0.2700 -0.6828 1.9620
H -4.2978 -1.5487 0.7391
H -3.4055 -1.5080 -0.7745
H -3.9687 -3.0458 -0.1234
H -1.9755 -1.2039 1.2722
H -2.4352 -2.7856 1.8469
H -2.2416 -3.9882 -1.2208
H -0.6314 -4.6239 -0.9480
H -2.2938 -6.1414 0.0223
H -1.3145 -5.4479 1.3093
H -2.9608 -4.8652 1.0290
H -1.3743 -2.0157 -1.8027
H -0.7151 -0.8533 -0.6879
H 0.9469 -1.5316 -2.4178
H 1.5273 -1.9546 -0.8061
H 0.8795 -3.2018 -1.8582
H 1.6268 -3.3426 3.3426
H 2.6448 -2.6906 2.0499
H 1.2405 -1.1097 4.2694
H 0.6438 2.6174 3.1869
H 2.3154 3.1461 3.4259
H 2.5774 2.5694 0.9542
H 1.9170 3.4511 -0.9394
H 0.7939 1.2284 -0.7882
H -0.7311 1.9734 -1.2327
H 1.7368 2.3575 -2.9642
H 0.8835 0.8417 -3.0558
H 0.2749 2.5769 -4.7990
H -1.0520 1.7759 -3.9947
H -1.2311 4.3060 -4.3658
H -1.7108 3.6905 -2.8077
H 1.1165 4.7367 -3.1746
H -0.2235 5.8332 -2.9472
H -0.8805 4.6216 -0.8519
H 0.6291 5.4942 -0.7721
H 2.3111 -0.3002 1.5607
H -0.0327 -0.3288 0.9821
H -0.5196 -0.4523 2.6815
```

## Properties
ΔE to the lowest compared entry with this formula, charge and spin = 1.938 eV
Largest force on an atom = 0.19 eV/A
LUMO level = 0.5 eV
Frontier orbital gap = 10.05 eV
E_tot = -1250.4581 Eh
SMILES = CCC(CC)(CC)C(=O)N1C[C@H]2ON=C(CNC(=O)C3CCCCCC3)[C@@H]2C1
Net charge = 0

---

[6]
C22H37N3O3 | ωB97M-V/def2-TZVPD

Geometry as XYZ:
```
65
C22H37N3O3 ωB97M-V/def2-TZVPD
C 2.2318 -3.6488 -2.9727
C 0.9369 -3.1036 -2.3760
C 0.5144 -1.7270 -2.9298
C 1.6349 -0.6907 -2.7042
C 2.1741 -0.5855 -1.2817
C 0.2439 -1.8105 -4.4559
C -0.6904 -0.7339 -4.9998
C -0.7444 -1.2081 -2.1996
O -0.7767 -0.0853 -1.7199
N -1.8530 -1.9982 -2.0729
C -3.0218 -1.4054 -1.3654
C -3.9412 -2.6032 -1.4152
O -5.3593 -2.5796 -1.3298
N -5.7553 -3.7558 -2.0306
C -4.8110 -4.1199 -2.8116
C -4.9081 -5.3017 -3.7159
N -3.7898 -6.2000 -3.4849
C -2.7957 -6.3578 -4.4065
O -2.7277 -5.6616 -5.4044
C -1.7316 -7.3858 -4.0612
C -1.3136 -8.1407 -5.3266
C -0.4410 -9.3631 -5.0323
C 1.0657 -9.0960 -4.9793
C 1.4786 -7.8008 -4.2739
C 0.6582 -7.4506 -3.0304
C -0.5960 -6.6367 -3.3463
C -3.6943 -3.1289 -2.7957
C -2.1904 -3.2592 -2.7813
H 2.4447 -4.6401 -2.5694
H 2.1634 -3.7457 -4.0577
H 3.0877 -3.0127 -2.7471
H 0.1506 -3.8332 -2.5649
H 1.0348 -3.0366 -1.2893
H 2.4553 -0.9447 -3.3802
H 1.2631 0.2853 -3.0162
H 2.9052 0.2218 -1.2197
H 1.3772 -0.3654 -0.5737
H 2.6775 -1.5015 -0.9661
H 1.2084 -1.7301 -4.9619
H -0.1388 -2.7987 -4.7239
H -0.7378 -0.7811 -6.0878
H -1.7077 -0.8528 -4.6193
H -0.3543 0.2646 -4.7182
H -2.7317 -1.0836 -0.3689
H -3.4173 -0.5448 -1.9096
H -3.5840 -3.3506 -0.6894
H -5.8564 -5.8157 -3.5628
H -4.8403 -4.9746 -4.7540
H -3.8420 -6.8442 -2.7145
H -2.1561 -8.1146 -3.3595
H -2.2245 -8.4625 -5.8367
H -0.8159 -7.4525 -6.0136
H -0.7693 -9.8069 -4.0869
H -0.6234 -10.1270 -5.7909
H 1.5459 -9.9451 -4.4851
H 1.4635 -9.0756 -5.9973
H 2.5351 -7.8774 -4.0078
H 1.4097 -6.9613 -4.9726
H 0.3972 -8.3568 -2.4734
H 1.2727 -6.8496 -2.3557
H -0.3057 -5.7839 -3.9708
H -0.9963 -6.2224 -2.4156
H -3.9600 -2.3455 -3.5212
H -1.7501 -3.3020 -3.7713
H -1.8750 -4.1343 -2.2089
```

## Properties
ΔE to the lowest compared entry with this formula, charge and spin = 1.849 eV
Largest force on an atom = 0.29 eV/A
LUMO level = 0.5 eV
Frontier orbital gap = 9.89 eV
E_tot = -1250.4614 Eh
SMILES = CCC(CC)(CC)C(=O)N1C[C@H]2ON=C(CNC(=O)C3CCCCCC3)[C@@H]2C1
Net charge = 0

---

[7]
C22H37N5O10PS | ωB97M-V/def2-TZVPD

Geometry as XYZ:
```
76
C22H37N5O10PS ωB97M-V/def2-TZVPD
N -5.6902 1.5588 2.8316
P -6.0130 0.5556 1.5695
N -7.4907 -0.3624 2.0571
C -7.6459 -1.6198 2.8845
N -9.1536 -1.7521 2.8947
C -9.7682 -0.5884 2.1104
N -11.0777 -0.2723 1.8450
S -11.6121 1.0995 0.8719
N -8.6368 0.2671 1.5847
H -5.7569 2.5643 2.5039
H -4.9092 -0.3024 1.2190
H -6.3446 1.3376 0.3746
H -6.7893 -2.2633 3.3550
H -11.8217 -0.8889 2.2388
H -10.5749 2.0260 0.6800
H -8.6116 1.1371 1.0089
O -4.2702 1.3827 -0.7374
C -3.2802 0.6846 -0.8812
O -2.8754 -0.2696 0.0075
C -1.6274 -0.8109 -0.4228
C -1.5584 -0.5258 -1.9002
C -2.3114 0.7748 -2.0211
H -0.8227 -0.3188 0.1336
H -1.5988 -1.8841 -0.2126
H -0.5351 -0.4761 -2.2818
H -2.0885 -1.3099 -2.4545
H -1.6587 1.6387 -1.8679
H -2.8339 0.8485 -2.9777
O 1.6359 -1.7912 -0.7990
C 1.3163 -2.8739 -1.2612
O 0.2811 -3.0644 -2.1309
C 0.1261 -4.4615 -2.3757
C 1.4600 -5.0747 -2.0385
C 1.9615 -4.1852 -0.9291
H -0.6789 -4.8407 -1.7376
H -0.1449 -4.6246 -3.4228
H 1.3904 -6.1287 -1.7567
H 2.1320 -4.9990 -2.9020
H 1.6091 -4.5189 0.0508
H 3.0508 -4.1032 -0.9420
O 0.3102 -0.2394 2.3513
C 0.2567 0.9757 2.4457
O -0.2950 1.7973 1.5050
C -0.0864 3.1555 1.8893
C 0.1414 3.1172 3.3777
C 0.8204 1.7854 3.5738
H 0.7817 3.5429 1.3457
H -0.9646 3.7522 1.6261
H 0.7258 3.9647 3.7457
H -0.8227 3.1184 3.9008
H 1.9048 1.8598 3.4534
H 0.5671 1.3444 4.5407
O 7.0416 -4.1753 -3.0106
C 6.5809 -3.1391 -2.5609
O 5.2963 -2.7194 -2.7557
C 5.1358 -1.4220 -2.1841
C 6.2319 -1.3010 -1.1581
C 7.3413 -2.1250 -1.7612
H 5.2273 -0.6758 -2.9803
H 4.1430 -1.3384 -1.7323
H 6.5174 -0.2658 -0.9532
H 5.9083 -1.7559 -0.2140
H 7.9667 -1.5337 -2.4358
H 7.9487 -2.6053 -0.9907
O 3.6990 3.1574 1.5383
C 4.5578 3.2873 0.6817
O 5.6801 2.5148 0.5935
C 6.5106 3.0134 -0.4541
C 5.5892 3.7934 -1.3550
C 4.5642 4.3343 -0.3906
H 7.2906 3.6423 -0.0123
H 6.9836 2.1782 -0.9788
H 6.1031 4.5695 -1.9284
H 5.1024 3.1142 -2.0655
H 4.8771 5.2882 0.0431
H 3.5815 4.4252 -0.8589
```

## Properties
Largest force on an atom = 9.01 eV/A
LUMO level = -3.9 eV
Frontier orbital gap = 7.49 eV
E_tot = -2625.8217 Eh
Net charge = +1

---

Q: Among the records above, which one has the lowest E_tot?
A: C22H36IO10P3S